C5H7NO | ωB97M-V/def2-TZVPD

## Properties
orbital gap = 9.66 eV
total charge = 0
SMILES string = C[C@H]1C=CNC1=O
total energy = -8834.4504 eV

Atoms and positions in Å:
C 1.34 0.65 1.01
C 0.67 -0.19 -0.07
C -0.36 -1.21 0.49
C -1.57 -1.02 -0.09
N -1.53 0.17 -1.01
C -0.25 0.68 -0.92
O 0.11 1.66 -1.55
H 1.96 0.05 1.68
H 0.62 1.22 1.61
H 1.96 1.38 0.49
H 1.61 -0.45 -0.96
H -0.13 -1.96 1.27
H -2.52 -1.56 0.05
H -1.92 0.58 -1.99

Results of the natural (NBO) charge analysis, in e, for atoms 1 through 4: atom 1 (C): -0.61, atom 2 (C): -0.33, atom 3 (C): -0.26, atom 4 (C): 0.00